The following is a quantum chemistry calculation of a 20-piece molecular cluster, C69H178O38S4 overall, from the Open Molecules 2025 dataset.

Each line ends with the Löwdin charge.
Cartesian coordinates (Å):
C1 -4.294 7.926 37.673  -0.1151
O1 -3.752 8.727 36.639  -0.1715
C2 -3.016 8.000 35.704  -0.2062
C3 -3.565 6.648 35.260  -0.2333
O2 -4.725 6.742 34.566  -0.1307
C4 -5.400 5.590 34.252  -0.1685
C5 -4.688 4.817 33.064  -0.1490
O3 -4.854 5.713 31.942  -0.2203
C6 -3.650 5.826 31.116  -0.0765
H1 -3.557 7.272 38.234  0.1176
H2 -5.107 7.270 37.283  0.0898
H3 -4.669 8.541 38.437  0.0494
H4 -1.961 7.755 36.162  0.1549
H5 -2.768 8.657 34.893  0.1150
H6 -3.801 6.088 36.224  0.1289
H7 -2.734 6.127 34.766  0.1255
H8 -6.439 5.781 34.008  0.1244
H9 -5.369 4.861 35.030  0.0878
H10 -5.265 3.850 32.974  0.1157
H11 -3.692 4.510 33.269  0.0941
H12 -3.507 4.813 30.591  0.1009
H13 -2.748 6.185 31.674  0.0979
H14 -3.901 6.566 30.322  0.0605
C7 -3.472 0.205 26.063  -0.1331
O4 -4.415 1.025 26.665  -0.2076
C8 -3.894 2.239 27.177  -0.1949
C9 -4.906 2.732 28.202  -0.1364
O5 -6.276 2.918 27.721  -0.1663
C10 -6.491 3.973 26.803  -0.1729
C11 -7.083 5.178 27.528  -0.2082
O6 -6.134 5.759 28.407  -0.2001
C12 -6.744 6.672 29.319  -0.0652
H15 -3.888 -0.745 25.679  0.0932
H16 -2.592 -0.085 26.715  0.1014
H17 -3.099 0.803 25.238  0.0793
H18 -3.764 2.892 26.279  0.1312
H19 -2.951 2.092 27.739  0.1324
H20 -4.659 3.695 28.705  0.1194
H21 -5.004 1.929 28.962  0.1087
H22 -7.361 3.639 26.226  0.1340
H23 -5.583 4.236 26.246  0.1267
H24 -7.937 4.732 28.052  0.0982
H25 -7.366 5.876 26.735  0.1226
H26 -7.460 6.036 29.839  0.0773
H27 -7.119 7.532 28.766  0.0817
H28 -5.938 6.973 30.039  0.0777
C13 -5.565 -8.929 34.025  -0.0994
O7 -6.093 -7.615 33.810  -0.1860
C14 -5.372 -6.630 34.492  -0.2321
C15 -6.104 -5.299 34.296  -0.2064
O8 -5.337 -4.211 34.739  -0.1304
C16 -5.413 -4.185 36.153  -0.1927
C17 -6.335 -3.098 36.584  -0.2319
O9 -5.637 -1.895 36.586  -0.1392
C18 -6.457 -0.765 36.473  -0.1082
H29 -5.963 -9.560 33.227  0.0832
H30 -5.801 -9.326 35.049  0.0974
H31 -4.446 -8.906 33.893  0.0967
H32 -4.343 -6.407 34.152  0.1418
H33 -5.376 -6.879 35.570  0.1219
H34 -7.080 -5.296 34.787  0.1313
H35 -6.239 -5.180 33.241  0.1225
H36 -4.450 -3.911 36.535  0.1334
H37 -5.691 -5.137 36.490  0.0945
H38 -6.712 -3.335 37.613  0.1396
H39 -7.274 -3.169 35.992  0.1328
H40 -5.841 0.070 36.252  0.0642
H41 -7.242 -0.599 37.246  0.0995
H42 -7.139 -0.850 35.546  0.0860
C19 -8.083 10.613 31.582  -0.0888
O10 -7.147 9.532 31.570  -0.2200
C20 -6.997 8.803 32.784  -0.1748
C21 -6.211 9.501 33.863  -0.1219
O11 -7.149 10.281 34.693  -0.1390
C22 -6.482 11.046 35.634  -0.2731
C23 -7.385 11.939 36.365  -0.1615
O12 -8.228 11.255 37.363  -0.2074
C24 -7.656 10.986 38.662  -0.1175
H43 -9.126 10.323 31.870  0.0761
H44 -8.109 11.010 30.555  0.0852
H45 -7.782 11.411 32.271  0.0827
H46 -6.477 7.908 32.428  0.1136
H47 -7.997 8.491 33.128  0.1229
H48 -5.354 10.206 33.646  0.1449
H49 -5.711 8.718 34.493  0.1124
H50 -5.745 11.678 35.193  0.1168
H51 -5.910 10.426 36.339  0.1291
H52 -8.058 12.509 35.665  0.1451
H53 -6.768 12.624 36.999  0.1262
H54 -6.935 11.790 39.103  0.1161
H55 -7.229 10.023 38.778  0.0389
H56 -8.523 10.975 39.370  0.0906
C25 -4.374 10.470 29.871  -0.0522
O13 -4.537 10.144 28.443  -0.1956
C26 -5.880 10.262 28.064  -0.2092
C27 -6.090 9.420 26.775  -0.2406
O14 -7.404 9.478 26.388  -0.1151
C28 -7.588 9.014 25.028  -0.1718
C29 -8.993 9.198 24.524  -0.2188
O15 -9.787 8.328 25.274  -0.2013
C30 -11.096 8.121 24.863  -0.1090
H57 -3.346 10.835 29.926  0.0830
H58 -4.408 9.503 30.417  0.0881
H59 -5.048 11.196 30.233  0.0647
H60 -6.097 11.261 27.815  0.1082
H61 -6.576 9.874 28.888  0.1283
H62 -5.747 8.399 26.972  0.1122
H63 -5.378 9.769 26.021  0.1260
H64 -7.377 7.947 24.898  0.1245
H65 -6.858 9.575 24.389  0.1360
H66 -9.026 8.867 23.472  0.1314
H67 -9.336 10.257 24.598  0.1413
H68 -11.154 7.237 24.217  0.0905
H69 -11.528 8.954 24.306  0.0897
H70 -11.689 7.922 25.747  0.0728
C31 -4.946 7.018 41.492  -0.1120
O16 -5.615 5.968 40.862  -0.1773
C32 -6.601 6.391 39.897  -0.1597
C33 -7.097 5.274 39.047  -0.1283
O17 -6.046 4.932 38.083  -0.1229
C34 -4.998 4.008 38.385  -0.1725
C35 -5.327 2.901 39.341  -0.1844
O18 -6.283 2.039 38.772  -0.2000
C36 -7.281 1.677 39.704  -0.0822
H71 -4.571 7.734 40.742  0.0823
H72 -4.162 6.607 42.052  0.0725
H73 -5.527 7.626 42.144  0.0748
H74 -6.170 7.184 39.307  0.0921
H75 -7.401 6.843 40.502  0.1172
H76 -7.835 5.675 38.465  0.0675
H77 -7.442 4.502 39.660  0.0827
H78 -4.100 4.540 38.795  0.1348
H79 -4.730 3.605 37.436  0.0847
H80 -5.637 3.313 40.245  0.0860
H81 -4.394 2.316 39.617  0.1570
H82 -6.864 1.146 40.564  0.0989
H83 -7.977 0.990 39.209  0.0836
H84 -7.843 2.559 39.935  0.0548
C37 -5.604 -2.396 28.767  -0.1140
O19 -6.482 -1.405 29.232  -0.2074
C38 -7.203 -0.728 28.209  -0.1620
C39 -8.235 0.254 28.775  -0.1763
O20 -9.465 -0.181 28.231  -0.1452
C40 -10.613 0.637 28.487  -0.1746
C41 -11.683 0.285 27.460  -0.2011
O21 -11.418 0.934 26.236  -0.1990
C42 -12.424 0.722 25.304  -0.1378
H85 -5.601 -3.264 29.461  0.0888
H86 -4.535 -2.072 28.670  0.0944
H87 -5.969 -2.757 27.816  0.0758
H88 -7.669 -1.470 27.542  0.1259
H89 -6.547 -0.254 27.482  0.1084
H90 -7.961 1.319 28.458  0.1299
H91 -8.224 0.239 29.863  0.0844
H92 -10.313 1.694 28.433  0.0842
H93 -10.870 0.429 29.546  0.1268
H94 -12.681 0.639 27.803  0.1170
H95 -11.690 -0.816 27.294  0.1374
H96 -12.150 1.306 24.426  0.0888
H97 -13.454 0.978 25.685  0.0959
H98 -12.482 -0.376 25.065  0.0971
C43 -10.635 7.910 32.050  -0.1058
O22 -10.561 6.848 32.984  -0.2096
C44 -11.733 6.889 33.786  -0.1607
C45 -12.386 5.456 33.832  -0.1534
O23 -12.771 4.992 32.548  -0.1473
C46 -14.097 5.270 32.197  -0.1936
C47 -14.393 4.456 30.937  -0.1410
O24 -14.650 3.082 31.334  -0.2292
C48 -14.653 2.176 30.248  -0.0832
H99 -10.548 8.898 32.479  0.0704
H100 -11.546 7.758 31.426  0.1040
H101 -9.741 7.774 31.382  0.1017
H102 -12.359 7.610 33.242  0.1113
H103 -11.532 7.175 34.825  0.1190
H104 -13.211 5.487 34.475  0.1045
H105 -11.569 4.798 34.162  0.0932
H106 -14.264 6.345 31.900  0.1449
H107 -14.850 5.100 32.944  0.1190
H108 -13.449 4.553 30.375  0.0844
H109 -15.247 4.777 30.383  0.1252
H110 -14.981 1.150 30.599  0.1148
H111 -13.665 2.047 29.960  0.0445
H112 -15.124 2.579 29.323  0.1062
C49 -8.802 7.532 36.339  -0.0638
O25 -9.287 6.966 37.565  -0.2264
C50 -9.762 7.950 38.454  -0.1981
C51 -10.403 7.429 39.670  -0.1837
O26 -9.486 6.855 40.609  -0.1525
C52 -10.178 5.968 41.485  -0.1777
C53 -9.287 5.232 42.449  -0.1578
O27 -8.817 4.006 41.867  -0.1756
C54 -7.837 3.360 42.628  -0.1361
H113 -9.489 8.342 35.965  0.1066
H114 -8.641 6.619 35.671  0.1086
H115 -7.874 8.011 36.512  0.0629
H116 -10.548 8.562 37.902  0.1539
H117 -9.007 8.645 38.672  0.0848
H118 -11.196 6.726 39.492  0.1111
H119 -10.911 8.264 40.133  0.1255
H120 -10.832 5.327 40.902  0.1032
H121 -10.871 6.657 41.999  0.1312
H122 -9.936 5.021 43.257  0.1111
H123 -8.459 5.823 42.782  0.1248
H124 -8.146 3.192 43.690  0.0959
H125 -6.838 3.777 42.679  0.0827
H126 -7.747 2.308 42.283  0.0768
C55 -1.987 2.989 35.648  -0.1658
O28 -3.341 2.608 35.613  -0.1622
H127 -1.845 3.575 36.608  0.0960
H128 -1.251 2.212 35.675  0.0680
H129 -1.756 3.592 34.789  0.0558
H130 -3.413 1.807 35.066  0.0150
C56 -14.548 2.394 34.373  -0.1706
O29 -13.433 2.241 33.601  -0.1389
H131 -15.455 2.263 33.774  0.0881
H132 -14.576 1.545 35.069  0.0888
H133 -14.555 3.339 34.934  0.0814
H134 -13.559 2.622 32.712  0.0668
C57 -7.683 -1.582 32.323  -0.1484
O30 -7.706 -0.202 32.003  -0.1777
H135 -8.742 -1.949 32.393  0.0998
H136 -7.161 -2.166 31.636  0.0378
H137 -7.161 -1.730 33.285  0.0703
H138 -8.236 0.207 32.741  0.0617
C58 -9.750 -0.527 35.051  -0.1289
O31 -9.663 0.287 33.880  -0.1471
H139 -9.039 -0.070 35.794  0.0607
H140 -10.752 -0.533 35.408  0.0724
H141 -9.430 -1.537 34.847  0.0678
H142 -10.535 0.161 33.437  0.0686
C59 -6.770 2.248 35.307  -0.1321
O32 -7.552 1.909 36.454  -0.1613
H143 -5.829 2.819 35.505  0.0657
H144 -6.433 1.383 34.691  0.0389
H145 -7.393 2.913 34.660  0.0743
H146 -6.945 1.835 37.215  0.0327
C60 -2.391 7.030 27.630  -0.1648
O33 -1.211 7.825 27.572  -0.1261
H147 -2.455 6.391 26.713  0.0914
H148 -2.357 6.299 28.442  0.0531
H149 -3.348 7.563 27.778  0.0655
H150 -1.026 8.356 28.371  0.0857
C61 -13.186 -1.431 32.870  -0.1057
O34 -12.456 -0.180 33.070  -0.1672
H151 -13.426 -1.961 33.814  0.0749
H152 -14.098 -1.208 32.273  0.0806
H153 -12.444 -2.087 32.378  0.0805
H154 -13.015 0.582 33.266  0.0185
C62 -10.471 6.655 28.253  -0.2370
S1 -11.953 5.630 28.464  0.8003
O35 -13.054 6.504 27.925  -0.5709
C63 -11.577 4.303 27.268  -0.2512
H155 -9.764 6.353 28.991  0.0034
H156 -10.728 7.668 28.468  0.0510
H157 -9.975 6.526 27.308  0.0411
H158 -10.517 3.870 27.402  0.0644
H159 -11.938 4.695 26.309  0.0511
H160 -12.230 3.400 27.480  0.0494
C64 -4.060 -1.476 32.617  -0.2580
S2 -4.564 0.145 33.043  0.8218
O36 -3.333 0.723 33.620  -0.5204
C65 -4.625 0.758 31.369  -0.2509
H161 -4.878 -2.063 32.126  0.0582
H162 -3.738 -2.080 33.511  0.0769
H163 -3.227 -1.308 31.899  0.0629
H164 -5.427 0.360 30.760  0.0353
H165 -3.602 0.675 30.921  0.0853
H166 -4.774 1.802 31.537  0.0191
C66 -10.362 4.109 36.258  -0.2371
S3 -9.892 3.574 37.895  0.8515
O37 -10.880 4.271 38.814  -0.5304
C67 -10.419 1.866 37.782  -0.2570
H167 -11.389 3.843 35.997  0.0610
H168 -9.679 3.608 35.534  0.0549
H169 -9.983 5.138 36.343  0.0237
H170 -9.931 1.401 36.976  -0.0125
H171 -11.562 1.810 37.747  0.0892
H172 -10.230 1.348 38.753  0.0588
C68 -9.451 4.123 32.158  -0.2074
S4 -9.388 2.958 30.738  0.8599
O38 -9.552 3.810 29.537  -0.5626
C69 -7.633 2.713 30.946  -0.2455
H173 -8.633 4.827 32.067  0.0539
H174 -9.289 3.508 33.077  0.0531
H175 -10.481 4.510 32.050  0.0386
H176 -7.219 3.593 30.449  0.0616
H177 -7.167 1.788 30.583  0.0268
H178 -7.499 2.890 31.995  0.0211

Force components x, y, z for each atom (eV/Å):
C 0.3583 -1.6849 -0.4705
O -0.4819 -0.0658 0.4521
C 2.3690 -1.0792 0.8554
C 0.9065 -0.6136 2.7442
O -1.2515 1.8712 -1.0549
C 1.5623 -2.2503 -1.4766
C -3.1863 1.0522 0.2625
O 1.8851 -0.6707 -0.2829
C -1.1828 -0.8674 -0.5604
H -0.2903 0.4676 -0.9481
H 0.4871 0.3915 0.3930
H -0.7007 1.2601 0.6860
H -1.6174 0.1656 -0.5663
H -0.2839 0.3926 -0.6367
H 0.6413 0.1332 -1.0142
H -0.2054 -0.1010 -0.2886
H -0.0547 0.3635 -0.2222
H -0.1474 -0.3430 1.3144
H 0.3442 0.7831 -0.4741
H 1.1007 0.2224 0.1768
H 0.2966 1.4357 0.7874
H -0.7552 -0.5293 -0.2527
H 0.2436 -0.4933 0.5810
C 1.3231 -0.2520 -0.2248
O -0.6377 -0.6798 1.2497
C -0.6590 0.0867 -0.4771
C -1.5006 0.7688 0.3061
O 1.4397 -0.8350 0.1478
C -0.5098 0.3578 1.0239
C 0.9276 -0.6318 -0.3042
O 0.1760 -0.0988 -0.3919
C 1.4775 -0.8399 0.2661
H -0.2684 0.6688 0.2749
H -0.8786 0.4500 -0.3177
H 0.6352 -0.3596 -0.6176
H 0.2693 0.0637 0.8687
H -0.1079 0.0513 -0.4637
H 0.4669 -0.6694 -0.3725
H 0.0632 0.4998 -0.3713
H 0.5969 -0.0761 -0.7571
H -0.3204 -0.1945 -0.2229
H -0.1525 0.6424 0.2290
H -0.4190 0.3512 0.1722
H -0.6516 0.7707 0.3681
H -0.4806 0.0942 0.2844
H -0.9062 -0.0716 -0.6300
C 0.8232 0.3920 0.0018
O 0.4744 -0.7231 -0.2041
C -0.4702 0.8859 0.9086
C 0.0467 -0.3355 -0.3252
O 0.2343 -0.3056 -0.0637
C 0.5331 1.6438 -0.6513
C -1.4195 -0.9941 1.5790
O -0.3415 0.2681 -0.2024
C -2.2991 -0.6533 -1.9144
H -0.1280 -0.0168 0.3706
H 0.0815 0.3510 -0.8696
H -0.8989 -0.0836 0.2341
H -0.1771 -0.7673 -0.0802
H 0.4101 -0.0283 -0.2782
H -0.1740 -0.1363 -0.0622
H -0.2862 0.1290 -0.7157
H 0.7691 -0.1223 0.2804
H -0.4498 -1.1872 0.9078
H 0.3621 0.2377 -0.2997
H 0.5440 0.7129 -0.2832
H 0.5763 0.7435 0.4922
H 1.0470 -0.1629 0.2876
H 1.1062 -0.0904 0.9090
C -0.1591 -0.0893 0.0119
O -0.6646 0.6428 -0.1977
C 0.1620 0.1137 -1.1666
C 0.2224 0.4154 2.1847
O 0.2963 -0.9471 -1.2147
C 0.5555 -0.8478 0.5789
C -1.1806 0.6823 2.3240
O 0.6788 0.2128 -0.0781
C -0.9561 2.3575 0.6952
H 0.8356 -0.0992 -0.1957
H 0.0104 -0.1499 0.3832
H 0.0827 -0.0945 -0.0585
H 0.1248 0.0155 0.4596
H 0.3178 0.1451 0.3906
H -0.9555 -0.7039 -0.8402
H -0.6634 0.5362 -0.2997
H 0.8307 0.6539 -0.8401
H -0.1016 -0.1874 0.0616
H 0.5120 -0.5987 0.8627
H -0.2917 -0.0355 -0.8675
H -1.0313 -1.1499 -1.2258
H 0.8699 -1.0153 -0.4082
H 0.5305 0.1530 -0.5834
C 1.9295 -2.1299 -1.8150
O 0.0398 0.4641 1.5318
C -0.9512 -2.4017 0.0446
C 1.6815 -0.0429 1.3278
O -1.4606 -0.3025 -1.5561
C 0.9356 0.8617 -0.0313
C -0.1626 0.2625 -0.0124
O 0.4186 0.1004 0.9103
C -0.5416 -0.4005 -0.4901
H -0.1399 0.1378 0.2252
H -0.3768 0.7289 0.0291
H -0.9835 0.7129 0.3162
H -0.5742 1.5443 -0.0556
H 0.7566 0.5438 -1.0403
H -0.1878 -0.3056 0.1803
H -0.1448 0.4038 -0.2755
H 0.2640 -0.0586 0.4718
H -0.5747 -0.3377 0.2785
H 0.1913 0.3592 -0.0216
H 0.1200 -0.5783 -0.0149
H -0.0282 -0.0212 -0.1092
H 0.0612 0.2419 0.1071
H -0.2745 0.0156 0.1645
C -0.3252 0.6224 -1.7037
O -0.1469 -0.8130 -0.4293
C 0.0586 0.7957 2.1023
C 3.9133 0.6693 0.0682
O -0.6705 -0.5661 0.3605
C 0.3775 1.1295 0.7060
C 1.8111 -0.9231 -1.0578
O -0.0295 -0.4621 0.3352
C -0.2827 -0.8407 -0.8099
H 0.3228 -0.2003 0.0559
H 1.2834 -0.5653 0.6973
H -1.1167 0.3274 0.7683
H 0.2313 0.2660 -0.5477
H -0.0703 -0.1899 -0.5463
H -2.1366 0.6574 -1.4067
H -0.4921 -1.5113 0.6619
H -0.6197 -0.2078 -0.1848
H 0.3835 -0.4444 -0.7606
H -0.9967 0.7182 1.6859
H -0.7522 0.5598 -0.5836
H 0.0247 0.2734 0.1105
H 0.2479 0.0361 -0.0437
H -0.3745 0.3888 0.7574
C 0.5499 -0.3777 0.3497
O 0.0829 0.3948 0.5298
C 0.1992 -0.3263 -0.7493
C 0.6183 0.6482 -0.8191
O -0.5828 0.1907 -0.4800
C 1.0772 -0.4167 0.4354
C -0.0711 0.0312 0.4187
O 0.4468 0.4065 0.5656
C -0.8009 -1.1102 -0.1105
H -0.1265 0.5658 -0.1851
H -0.8371 0.1095 -0.0520
H 0.1320 -0.2796 -0.5138
H -0.5885 -0.0399 0.5632
H 0.6249 0.6003 0.3582
H -0.5417 -1.2248 0.1347
H -0.1392 -0.3356 0.1319
H -0.3030 -0.0703 -0.2145
H -0.6311 0.1822 -0.5171
H 0.3262 -0.3826 0.1180
H -0.1522 0.4661 0.2526
H -0.3129 -0.1276 -0.0444
H 0.8588 0.1742 -0.2629
H 0.0545 0.7746 -0.1650
C 1.3035 -1.4423 -1.8109
O -0.1520 0.4951 0.5751
C -0.6553 -1.2314 -0.6072
C 2.4653 1.2814 -1.4836
O -0.1447 -0.0344 0.4543
C -0.6680 1.1611 -2.0051
C 1.0179 -0.7818 1.1689
O -0.2044 0.6283 -0.0456
C -0.9253 -0.4662 0.2093
H -0.3657 0.2921 0.3965
H 0.4791 0.5188 0.3001
H -0.7767 0.2099 0.4403
H -0.6212 -0.1790 0.9305
H 0.0694 0.2674 -0.1737
H -1.2243 -0.2377 1.2974
H -0.6340 0.0460 0.0538
H 0.4671 -0.6018 0.2208
H -0.1089 -0.5345 0.8879
H -0.4962 -0.3678 -0.3148
H -0.4760 0.5948 -0.4240
H -0.2310 1.4230 -0.4898
H 2.3041 -0.4285 -0.7036
H -0.5088 -0.3963 0.8246
C -1.0803 -1.2085 -0.1000
O -0.1557 0.0373 -0.3266
C -1.6095 0.1885 -2.0287
C 0.0917 -0.5528 1.3305
O 0.0326 -0.3489 -0.7791
C -0.4909 1.5872 -0.3581
C -0.1294 -0.5567 -1.5680
O 0.1919 0.5902 -0.0894
C -0.5021 -1.9141 1.3867
H 0.3724 -1.0641 -0.0581
H -0.3597 1.6057 0.4150
H 1.2592 0.5340 0.0995
H 0.5717 -0.5303 0.5663
H 1.3746 0.9741 0.5428
H -0.1979 -0.6183 -0.6658
H -0.1093 0.6679 0.4191
H 0.2715 -0.6608 -0.0795
H 0.0800 -0.4631 0.7190
H -0.4808 -0.5384 1.3644
H 0.5691 0.5622 0.1928
H -0.0879 0.5119 -0.4431
H 0.1437 0.6674 -0.4742
H -0.0244 0.7779 -0.2099
C -0.3256 1.2375 1.5312
O -0.0649 -0.4038 0.2498
H -0.0422 -0.3457 -1.1539
H 0.1157 -0.9850 0.0235
H 0.2717 0.6412 -0.4088
H -0.0093 0.0348 -0.3022
C -1.5620 -0.5758 0.8147
O 1.8927 -0.2635 -1.0451
H -0.1295 0.4694 0.0634
H 0.0704 0.3485 0.2717
H -0.1470 -0.1336 -0.0802
H -0.2669 0.1465 0.2437
C -1.6203 0.6753 1.9028
O -0.0435 0.2772 0.5846
H 0.8971 -0.0050 0.0545
H 0.7484 -0.5473 -1.6488
H -0.3426 -0.1009 -0.0059
H 0.3553 -0.4191 -0.8237
C 1.6468 1.1352 0.2962
O -0.9386 -0.2129 -0.1902
H -0.8921 -0.5335 -0.5663
H -0.8124 0.0131 0.5092
H 0.1348 -0.5165 -0.0968
H 0.4939 0.2577 0.0097
C 0.1160 0.7193 -0.7194
O 0.5451 -0.0082 -0.8628
H -0.7367 -0.3727 0.4072
H -0.5557 0.2479 0.4428
H 0.3372 -0.5055 0.3320
H -0.1231 0.3112 -0.0268
C -0.3102 -0.7437 0.1223
O 0.0093 0.2206 -0.0358
H 0.1855 0.9373 0.5218
H 0.2296 -0.0098 0.2103
H 0.5309 0.2483 -0.3376
H -0.6969 -0.6509 -0.4946
C 0.8505 0.9706 0.1326
O 0.1949 -1.6839 -0.0659
H -0.1611 0.6283 -0.2649
H 0.6339 -0.6098 0.2844
H -0.7375 0.2708 -0.2679
H -0.3424 0.3600 0.2051
C 0.1075 -1.0236 0.1525
S 0.3246 0.5828 0.1199
O 0.0384 -0.7050 -0.1702
C -0.0069 -1.5409 0.5099
H 0.5445 -0.4438 0.7091
H -0.4867 0.7011 -0.1481
H -0.1585 0.1652 -0.6617
H -1.5233 1.2403 -0.5506
H 0.7740 -0.0961 -0.0747
H 0.4747 1.1733 0.0505
C 0.2299 -2.0800 -0.4407
S -1.1106 -0.5864 -0.2399
O 1.0259 0.8193 0.6277
C 1.0998 0.1978 -0.1640
H 0.6008 0.6856 0.2861
H -0.2848 0.9205 -0.7842
H -0.3546 -0.4904 0.5592
H -0.0585 -0.3840 0.0174
H -0.8359 -0.2661 0.2930
H -0.3136 0.9690 -0.1206
C 1.6954 -0.6716 -0.4168
S -0.9454 0.2569 0.9930
O 0.5969 -0.5871 -0.5205
C -2.4554 -0.0586 2.1168
H 0.0773 0.6199 0.3634
H -0.3666 0.1038 0.4253
H -1.1456 0.0452 -0.4810
H 0.5396 -0.6485 -0.9839
H 1.4399 0.3512 -0.4994
H 0.3899 0.4824 -0.7079
C -0.8613 -1.5004 -0.2032
S 0.2779 -0.1086 1.2571
O -0.2398 0.4305 -0.8640
C 0.6335 0.3502 -0.3790
H -0.1606 0.4499 -0.2007
H -0.4741 0.4832 -0.5631
H 0.7797 0.2573 0.5093
H 0.2244 -0.0545 -0.2309
H -0.5420 0.4202 0.2248
H 0.5750 -0.5232 0.6313

Properties
Electronic energy ... -7186.7363 a.u.
Net charge ... 0
Highest occupied orbital energy ... -8.30 eV
Maximum force ... 3.971 eV/A
E_LUMO ... 0.505 eV